{
  "formula": "C31H83NO10",
  "method": "wB97M-V/def2-TZVPD",
  "elements": ["C", "C", "C", "O", "H", "H", "H", "H", "H", "H", "H", "H", "C", "C", "C", "O", "H", "H", "H", "H", "H", "H", "H", "H", "C", "C", "C", "O", "H", "H", "H", "H", "H", "H", "H", "H", "C", "C", "C", "O", "H", "H", "H", "H", "H", "H", "H", "H", "C", "C", "C", "O", "H", "H", "H", "H", "H", "H", "H", "H", "C", "C", "C", "O", "H", "H", "H", "H", "H", "H", "H", "H", "C", "C", "C", "O", "H", "H", "H", "H", "H", "H", "H", "H", "C", "C", "C", "O", "H", "H", "H", "H", "H", "H", "H", "H", "C", "C", "C", "O", "H", "H", "H", "H", "H", "H", "H", "H", "C", "N", "C", "C", "O", "C", "H", "H", "H", "H", "H", "H", "H", "H", "H", "H", "H"],
  "coordinates": [[3.594, 0.878, 3.576], [2.344, 0.012, 3.535], [1.204, 0.722, 2.826], [1.953, -0.356, 4.859], [3.399, 1.804, 4.126], [4.405, 0.358, 4.088], [3.925, 1.134, 2.569], [2.570, -0.924, 3.022], [0.938, 1.641, 3.358], [0.311, 0.094, 2.802], [1.475, 0.978, 1.799], [1.741, 0.454, 5.334], [-4.416, 2.067, 0.621], [-4.074, 0.588, 0.525], [-4.802, -0.086, -0.627], [-4.379, -0.073, 1.753], [-5.486, 2.206, 0.800], [-3.883, 2.528, 1.453], [-4.154, 2.595, -0.297], [-2.997, 0.474, 0.389], [-5.885, -0.024, -0.488], [-4.541, -1.145, -0.675], [-4.553, 0.381, -1.582], [-5.328, 0.005, 1.902], [4.086, 0.366, -2.328], [5.097, 0.414, -1.197], [6.435, -0.173, -1.620], [4.598, -0.275, -0.050], [3.893, -0.670, -2.624], [3.134, 0.798, -2.013], [4.449, 0.913, -3.200], [5.238, 1.451, -0.884], [6.323, -1.226, -1.893], [7.151, -0.126, -0.798], [6.848, 0.364, -2.476], [4.462, -1.196, -0.301], [-3.808, -6.720, -0.951], [-4.828, -5.625, -0.682], [-4.912, -4.641, -1.838], [-4.503, -4.934, 0.523], [-2.811, -6.287, -1.076], [-3.760, -7.417, -0.115], [-4.055, -7.283, -1.853], [-5.808, -6.075, -0.514], [-3.948, -4.145, -1.984], [-5.648, -3.863, -1.627], [-5.189, -5.139, -2.769], [-3.636, -4.527, 0.402], [-0.256, 6.114, 2.980], [0.080, 4.633, 2.889], [-0.655, 3.957, 1.742], [-0.217, 3.979, 4.123], [-1.325, 6.252, 3.165], [0.282, 6.579, 3.807], [0.002, 6.636, 2.058], [1.155, 4.515, 2.748], [-1.738, 4.026, 1.882], [-0.400, 2.898, 1.700], [-0.404, 4.416, 0.784], [-1.164, 4.058, 4.279], [-8.415, 4.261, 2.504], [-9.023, 3.917, 1.153], [-10.381, 3.249, 1.301], [-8.136, 3.081, 0.409], [-8.260, 3.353, 3.095], [-7.443, 4.739, 2.377], [-9.062, 4.932, 3.071], [-9.129, 4.828, 0.562], [-10.287, 2.311, 1.855], [-10.800, 3.012, 0.322], [-11.083, 3.893, 1.834], [-8.023, 2.263, 0.904], [3.882, 2.602, -6.021], [4.525, 3.531, -5.002], [5.040, 4.807, -5.650], [5.583, 2.861, -4.316], [4.613, 2.301, -6.777], [3.518, 1.694, -5.537], [3.046, 3.086, -6.527], [3.794, 3.785, -4.233], [5.806, 4.574, -6.394], [5.495, 5.458, -4.903], [4.235, 5.352, -6.145], [6.254, 2.624, -4.966], [-0.563, -8.893, -0.173], [-1.585, -9.375, 0.846], [-1.001, -10.431, 1.771], [-2.745, -9.879, 0.185], [-0.235, -9.722, -0.805], [-1.001, -8.136, -0.824], [0.314, -8.467, 0.317], [-1.932, -8.527, 1.438], [-0.686, -11.308, 1.198], [-1.747, -10.762, 2.494], [-0.136, -10.048, 2.314], [-2.476, -10.632, -0.352], [8.811, 2.979, 1.150], [8.477, 4.059, 0.131], [7.175, 4.768, 0.474], [8.406, 3.501, -1.179], [8.026, 2.217, 1.168], [9.745, 2.482, 0.888], [8.906, 3.396, 2.153], [9.288, 4.787, 0.096], [6.343, 4.059, 0.472], [6.953, 5.538, -0.265], [7.226, 5.235, 1.460], [7.695, 2.849, -1.179], [-1.341, -1.953, 0.973], [-1.292, -2.515, -0.369], [0.031, -2.538, -0.965], [0.897, -1.272, -0.776], [0.228, -0.044, -0.974], [-0.485, -0.007, -2.194], [-0.659, -2.477, 1.641], [-1.192, -0.871, 1.015], [-2.338, -2.140, 1.379], [-1.980, -2.104, -0.980], [-0.043, -2.746, -2.032], [0.577, -3.384, -0.537], [1.337, -1.304, 0.220], [1.735, -1.343, -1.484], [0.069, -0.514, -2.989], [-0.572, 1.041, -2.483], [-1.501, -0.393, -2.100]],
  "forces_ev_per_angstrom": [[0.144, -0.062, -0.003], [-0.044, 0.411, 0.067], [-0.124, -0.051, -0.045], [0.034, -0.186, -0.039], [-0.080, 0.018, -0.048], [-0.009, -0.030, -0.034], [0.001, -0.017, 0.000], [-0.010, -0.069, 0.081], [0.072, 0.024, -0.015], [0.035, -0.039, -0.020], [0.000, 0.001, 0.001], [-0.020, -0.004, -0.016], [0.097, 0.043, 0.108], [-0.340, 0.116, -0.046], [0.104, -0.158, -0.049], [0.219, -0.022, 0.005], [-0.025, -0.004, -0.105], [0.045, -0.029, -0.024], [-0.027, 0.004, -0.002], [0.019, -0.043, 0.094], [-0.005, 0.082, -0.015], [0.015, 0.006, 0.004], [-0.028, 0.016, 0.006], [0.006, -0.028, 0.000], [-0.194, 0.105, -0.055], [0.012, -0.354, -0.244], [0.138, 0.089, 0.132], [-0.001, 0.186, 0.119], [0.093, -0.025, -0.007], [0.025, 0.021, 0.029], [0.021, 0.003, 0.035], [-0.055, 0.000, 0.109], [-0.056, 0.019, -0.074], [-0.004, 0.030, -0.006], [-0.022, -0.013, -0.016], [0.000, 0.002, 0.016], [-0.022, -0.074, 0.101], [0.418, 0.118, -0.144], [-0.137, 0.147, -0.033], [-0.134, -0.012, 0.066], [-0.033, 0.068, -0.070], [-0.054, -0.038, -0.035], [0.017, -0.008, 0.002], [-0.018, 0.033, 0.103], [0.056, -0.093, -0.014], [-0.034, -0.046, 0.009], [0.020, -0.005, 0.001], [0.011, 0.001, -0.001], [0.088, 0.043, 0.099], [-0.332, 0.097, -0.075], [0.044, -0.176, -0.018], [0.162, -0.021, 0.014], [-0.022, -0.028, -0.071], [0.028, -0.017, -0.023], [-0.017, -0.006, -0.004], [0.027, -0.056, 0.074], [0.002, 0.107, 0.008], [0.034, 0.024, -0.032], [-0.013, 0.010, 0.006], [0.006, -0.023, 0.001], [0.111, 0.070, -0.037], [-0.058, -0.207, 0.281], [-0.040, -0.007, -0.129], [0.038, 0.092, -0.103], [-0.078, -0.014, 0.010], [-0.026, 0.022, -0.023], [-0.004, -0.016, 0.009], [0.059, -0.020, -0.079], [0.018, 0.035, 0.069], [0.008, 0.040, -0.002], [0.006, -0.011, 0.014], [-0.039, -0.003, -0.009], [-0.047, -0.099, 0.082], [0.127, -0.001, -0.325], [0.034, 0.077, 0.109], [-0.069, -0.048, 0.144], [0.006, 0.071, -0.031], [-0.022, 0.030, 0.017], [0.012, 0.003, -0.011], [0.043, -0.039, 0.084], [-0.049, -0.035, -0.049], [-0.034, -0.010, 0.015], [0.006, -0.011, -0.014], [0.016, 0.038, 0.012], [-0.057, 0.103, -0.062], [0.221, -0.224, -0.135], [-0.096, -0.016, 0.092], [-0.075, 0.092, 0.070], [0.037, -0.039, 0.059], [-0.009, 0.014, 0.039], [0.005, -0.016, -0.002], [-0.092, 0.004, -0.023], [0.059, 0.037, -0.037], [0.001, 0.041, 0.005], [0.007, -0.007, -0.013], [-0.001, 0.005, 0.009], [0.119, -0.038, -0.033], [-0.266, -0.198, 0.138], [-0.006, 0.107, -0.081], [0.115, 0.067, -0.017], [-0.057, 0.049, 0.031], [0.010, 0.039, 0.001], [-0.019, -0.009, 0.002], [0.029, -0.006, -0.087], [0.025, -0.042, 0.063], [0.037, 0.006, 0.009], [-0.010, -0.018, 0.005], [-0.010, 0.009, -0.063], [-0.941, -0.149, 0.039], [0.241, -0.292, 0.115], [-0.004, 0.292, -0.097], [0.117, -0.684, -0.197], [-0.172, -0.233, 0.137], [0.296, 0.672, -0.036], [0.277, 0.070, -0.094], [0.359, -0.001, 0.059], [-0.029, 0.062, 0.027], [0.020, 0.171, 0.049], [-0.271, -0.082, -0.032], [0.198, 0.050, 0.026], [-0.158, 0.514, 0.152], [0.035, -0.018, -0.003], [-0.120, -0.146, -0.057], [0.012, 0.026, 0.045], [0.025, -0.257, -0.045]],
  "lowdin_charge": [-0.06, -0.49, -0.06, -0.05, 0.08, 0.08, 0.07, 0.13, 0.07, 0.07, 0.08, 0.09, -0.05, -0.50, -0.05, -0.05, 0.06, 0.07, 0.09, 0.12, 0.08, 0.07, 0.08, 0.08, -0.06, -0.49, -0.06, -0.06, 0.08, 0.08, 0.06, 0.13, 0.08, 0.08, 0.08, 0.08, -0.06, -0.50, -0.07, -0.06, 0.08, 0.07, 0.08, 0.14, 0.07, 0.07, 0.08, 0.07, -0.06, -0.50, -0.05, -0.06, 0.08, 0.08, 0.08, 0.14, 0.07, 0.06, 0.08, 0.09, -0.06, -0.50, -0.06, -0.06, 0.08, 0.08, 0.08, 0.14, 0.08, 0.08, 0.08, 0.08, -0.06, -0.50, -0.06, -0.07, 0.08, 0.07, 0.08, 0.14, 0.08, 0.08, 0.08, 0.09, -0.06, -0.51, -0.06, -0.06, 0.08, 0.06, 0.08, 0.14, 0.08, 0.08, 0.08, 0.09, -0.06, -0.50, -0.06, -0.06, 0.08, 0.08, 0.08, 0.14, 0.07, 0.08, 0.08, 0.07, -0.12, -0.11, -0.22, -0.23, -0.19, -0.10, 0.09, 0.06, 0.08, 0.07, 0.11, 0.11, 0.11, 0.10, 0.09, 0.09, 0.07],
  "homo_lumo_gap_ev": 9.07,
  "smiles": "CC(C)O.CC(C)O.CC(C)O.CC(C)O.CC(C)O.CC(C)O.CC(C)O.CC(C)O.CC(C)O.CNCCOC",
  "spin_multiplicity": 1,
  "de_lowest_kj_mol": 0.0,
  "fmax_ev_per_a": 0.95,
  "lumo_ev": 0.5
}